Entry 1:
C6H12O | ωB97M-V/def2-TZVPD

Last column: Mulliken charge in e.
Element x y z (Å)
C -1.120 -1.793 -1.007  -0.07
C -0.892 -2.850 -1.773  -0.74
C -0.126 -1.147 -0.092  -0.63
C -0.494 0.234 0.363  -0.36
C -0.308 1.357 -0.323  0.04
C -0.712 2.695 0.155  -1.24
H -2.144 -1.470 -0.824  0.26
H -1.585 -3.395 -2.397  0.27
H 0.111 -3.267 -1.816  0.24
H 0.876 -1.131 -0.536  0.30
H 0.003 -1.804 0.775  0.34
H -0.971 0.262 1.339  0.28
H 0.135 1.260 -1.311  0.35
H -0.029 3.493 -0.188  0.34
H -0.795 2.792 1.230  0.33
H -1.594 3.099 -0.358  0.29
H 3.312 0.239 1.514  0.33
H 2.774 0.823 2.852  0.31
O 3.559 0.603 2.398  -0.64

Its total energy is -310.98921 Eh. The total charge is 0. The energy above the lowest of the compared OMol25 structures with the same formula, charge and spin is 1.907 eV. The structure (SMILES) is C=CC/C=C/C.O.


Entry 2:
C3H15N3Si3 | ωB97M-V/def2-TZVPD

Last column: Mulliken charge in e.
Element x y z (Å)
C 0.750 -2.186 0.485  -1.08
C 2.148 0.902 1.394  -1.05
C 1.651 0.657 -1.562  -1.35
N -2.736 0.038 -0.180  -0.14
N -0.430 1.792 0.019  -0.20
N 0.013 -0.986 0.378  -0.09
Si -2.144 1.670 0.244  0.21
Si -2.029 -1.484 -0.338  0.26
Si 0.708 0.504 0.138  0.34
H 1.169 -2.146 1.450  0.37
H 0.122 -3.038 0.517  0.38
H 1.464 -2.338 -0.330  0.28
H 1.779 0.843 2.525  0.23
H 3.064 0.231 1.329  0.30
H 2.494 1.867 1.168  0.37
H 0.914 1.096 -2.267  0.32
H 2.525 1.235 -1.460  0.35
H 1.959 -0.151 -2.131  0.44
H -3.699 0.004 -0.700  0.26
H -0.084 2.313 -0.787  0.26
H -2.858 2.572 -0.582  -0.17
H -2.305 1.627 1.657  -0.10
H -2.300 -2.683 0.601  -0.11
H -2.176 -2.338 -1.570  -0.09

Its total energy is -1156.11319 Eh. The total charge is 0. The structure (SMILES) is CN1[SiH2]N[SiH2]N[Si]1(C)C.


Entry 3:
C12H18F6NO9Zn | ωB97M-V/def2-TZVPD

Last column: Mulliken charge in e.
Element x y z (Å)
Zn 12.232 21.220 -13.826  1.83
C 14.572 19.788 -14.657  0.33
O 14.256 20.343 -13.327  -0.17
O 13.414 20.330 -15.239  -0.87
C 16.047 20.051 -15.206  0.58
F 16.190 19.446 -16.398  -0.27
F 16.281 21.413 -15.411  -0.27
F 17.047 19.532 -14.438  -0.27
C 14.876 19.675 -12.233  -0.46
C 14.220 20.225 -10.929  -0.96
H 14.861 20.014 -10.074  0.43
H 13.942 21.278 -10.982  0.14
H 13.360 19.589 -10.718  0.18
H 15.912 20.011 -12.211  0.29
H 14.873 18.587 -12.165  0.36
H 14.416 18.713 -14.569  0.30
C 10.486 19.676 -12.313  0.41
O 10.931 19.419 -13.642  -0.32
O 11.223 20.821 -12.066  -0.82
C 8.915 19.840 -12.256  0.61
F 8.499 20.507 -11.150  -0.29
F 8.456 20.526 -13.319  -0.23
F 8.265 18.635 -12.197  -0.30
C 10.996 18.035 -13.957  -0.27
C 10.934 17.882 -15.498  -1.31
H 10.041 18.295 -15.967  0.32
H 11.803 18.264 -16.033  0.23
H 10.921 16.819 -15.740  0.45
H 10.125 17.447 -13.666  0.45
H 11.891 17.567 -13.548  0.23
H 10.799 18.937 -11.575  0.31
N 10.538 23.024 -15.771  0.85
O 9.670 22.865 -16.621  -0.68
O 11.114 24.068 -15.764  -0.65
O 10.800 22.205 -14.916  -0.33
O 12.891 23.117 -13.386  -0.94
C 13.204 24.186 -12.961  0.05
O 13.419 24.425 -11.703  -0.32
C 13.736 25.739 -11.432  -0.47
C 13.208 26.535 -12.625  -0.64
C 13.233 25.508 -13.766  -0.24
H 14.815 25.885 -11.410  0.29
H 13.289 26.158 -10.530  0.33
H 13.833 27.417 -12.763  0.33
H 12.201 26.926 -12.476  0.30
H 14.155 25.526 -14.348  0.27
H 12.388 25.560 -14.453  0.23

Its total energy is -3578.46437 Eh. The total charge is -1. The energy above the lowest of the compared OMol25 structures with the same formula, charge and spin is 2.201 eV.


Entry 4:
C5H13N2 | ωB97M-V/def2-TZVPD

Last column: Mulliken charge in e.
Element x y z (Å)
C 2.724 -0.881 0.472  -1.28
C 1.605 0.015 -0.078  -0.37
C 0.856 0.753 1.039  -0.38
C -0.562 -0.194 1.926  0.09
C -0.802 0.328 0.838  -0.40
N -4.086 0.724 -4.143  -0.63
N -0.413 -1.102 2.823  -0.36
H 2.379 -1.781 0.979  0.31
H 3.347 -0.298 1.132  0.39
H 3.353 -1.189 -0.353  0.36
H 2.158 0.761 -0.628  0.32
H 0.889 -0.555 -0.651  0.34
H 0.887 1.832 0.861  0.44
H 1.293 0.621 2.037  0.35
H -1.167 0.737 -0.086  0.64
H -4.791 1.431 -4.329  0.23
H -3.415 0.755 -4.896  0.23
H -3.633 0.965 -3.274  0.17
H -0.341 -0.862 3.801  0.28
H -0.283 -2.060 2.530  0.26

Its total energy is -307.44708 Eh. The total charge is +1. The energy above the lowest of the compared OMol25 structures with the same formula, charge and spin is 4.749 eV.


Highest occupied orbital energy / eV: -9.42; -8.31; -5.29; -12.13